(1)
DFT (ωB97M-V/def2-TZVPD) results for a single C6H10 molecule.

Values from the calculation:
Relative energy (zero: lowest compared OMol25 entry of this formula, charge and spin) ... 30.6 kcal per mole
HOMO-LUMO gap ... 10.79 eV
Highest occupied orbital energy ... -9.56 eV
SMILES ... C[C@H]1C[C@H]2C[C@H]21
LUMO ... 1.24 eV
Largest force on an atom ... 0.006 hartree/bohr

The geometry in XYZ format:
```
16
Properties=species:S:1:pos:R:3:forces:R:3
C 0.937155 0.759292 0.524862 0.1 0.0 0.1
C -0.571575 0.364316 0.537207 -0.1 0.0 0.1
C -1.077266 -0.761836 1.427928 0.0 -0.1 0.0
C 0.902435 0.737448 -1.005652 0.2 0.2 -0.1
C -0.518588 0.199205 -0.982344 -0.3 0.0 -0.1
C 0.616499 -0.655625 -1.463999 0.1 -0.2 0.0
H 0.630022 -0.808653 -2.540883 0.0 0.0 0.2
H -0.377307 -1.603499 1.473157 -0.1 0.1 -0.1
H -1.153448 1.269638 0.745457 0.1 -0.1 0.0
H 1.144442 1.734247 0.972699 -0.1 -0.1 -0.1
H -1.341203 0.440894 -1.649831 0.1 0.0 0.1
H -1.235521 -0.405903 2.452641 0.1 -0.1 -0.1
H 1.619711 0.020102 0.963763 -0.1 0.1 -0.1
H 0.986243 -1.504822 -0.889817 -0.1 0.1 0.0
H 1.318025 1.500033 -1.656477 0.0 -0.2 0.1
H -2.036918 -1.145431 1.062074 0.1 0.1 0.0
```
Forces are in eV/Å.

The net atomic charges from Löwdin, expressed in e, are: C -0.11; C -0.33; C -0.07; C -0.22; C -0.20; C -0.09; H 0.10; H 0.07; H 0.13; H 0.10; H 0.13; H 0.07; H 0.11; H 0.10; H 0.13; H 0.08

(2)
DFT (ωB97M-V/def2-TZVPD) results for 2 unconnected molecules or ions with the total composition C9H14O in a non-equilibrium geometry.

Values from the calculation:
Relative energy (zero: lowest compared OMol25 entry of this formula, charge and spin) ... 64.4 kcal per mole
HOMO-LUMO gap ... 8.48 eV
Highest occupied orbital energy ... -7.79 eV
SMILES ... Cc1ccc(O)cc1.CC
LUMO ... 0.69 eV
Largest force on an atom ... 0.137 hartree/bohr

The geometry in XYZ format:
```
24
Properties=species:S:1:pos:R:3:forces:R:3
O -3.996037 0.589311 -1.552535 -3.5 4.2 -4.5
C -3.033354 0.118160 -0.865635 3.4 -2.1 2.4
C 3.245725 2.277520 0.303438 2.5 -1.2 0.2
C -2.249994 -1.623830 0.522590 1.1 -1.6 1.8
C -0.939710 -1.180434 0.268263 1.9 -1.2 0.8
C -3.305873 -0.965146 0.079660 -4.4 3.3 -1.5
C -0.601260 -0.155619 -0.578368 -2.1 1.0 0.0
C -1.731969 0.549977 -1.072191 0.6 -2.0 0.9
C 0.115659 -2.021693 0.963078 0.1 0.3 -1.6
C 3.241149 0.748416 0.308768 3.9 1.0 -2.9
H 0.386889 -2.721161 0.128836 0.2 -0.3 1.6
H 4.193998 2.639991 -0.198028 -1.2 -0.2 0.6
H -3.738129 1.301811 -2.313700 -0.5 -2.7 3.0
H -0.312671 -2.356438 1.884207 -0.3 -1.3 0.2
H 0.392428 0.201999 -0.901826 -0.5 -0.5 0.8
H 2.430221 2.662449 -0.182402 -2.0 1.2 -1.1
H 3.213891 0.293868 1.241835 0.3 -0.8 1.6
H 2.669550 0.212908 -0.360493 -2.7 -0.6 -1.1
H -4.457140 -1.021951 0.478899 3.1 -0.5 -1.3
H 0.993208 -1.514433 1.335191 0.4 0.6 -0.6
H 3.261150 2.593541 1.321504 0.0 0.6 0.7
H -2.427601 -2.544624 1.151079 0.5 1.3 -0.5
H 4.186592 0.506805 -0.348822 -0.8 -0.1 2.2
H -1.536722 1.408572 -1.613349 0.0 1.7 -1.5
```
Forces are in eV/Å.

The net atomic charges from Löwdin, expressed in e, are: O 0.04; C -0.40; C -0.15; C -0.10; C -0.31; C -0.02; C -0.03; C -0.04; C -0.06; C -0.16; H 0.10; H 0.09; H 0.21; H 0.06; H 0.11; H 0.02; H 0.04; H 0.00; H 0.17; H 0.06; H 0.05; H 0.13; H 0.10; H 0.08

(3)
DFT (ωB97M-V/def2-TZVPD) results for a gas-phase ion, C4H8N3O (charge +1) in a non-equilibrium geometry.

Values from the calculation:
Relative energy (zero: lowest compared OMol25 entry of this formula, charge and spin) ... 122.9 kcal per mole
HOMO-LUMO gap ... 10.43 eV
Highest occupied orbital energy ... -16.14 eV
SMILES ... CCC[n+]1ncon1
Total charge ... +1
LUMO ... -5.71 eV
Largest force on an atom ... 0.068 hartree/bohr

The geometry in XYZ format:
```
16
Properties=species:S:1:pos:R:3:forces:R:3
O -2.674815 0.299654 -0.739600 -1.4 0.6 0.3
N -1.936456 0.547151 1.278190 0.9 0.2 0.6
N -1.464946 -0.104884 -0.772466 2.8 -0.5 1.3
N -1.002732 0.061815 0.442853 -1.6 -0.3 -1.1
C 0.314547 -0.312072 0.891537 2.5 -2.4 0.2
C -2.941697 0.705432 0.524110 -1.4 0.7 -0.6
C 1.980329 0.294952 -1.001472 0.4 -0.2 3.2
C 1.232800 -0.803644 -0.302358 -1.6 1.5 0.9
H -3.894335 1.192830 0.713210 0.2 -0.4 0.1
H 0.299775 -1.212428 1.639906 -0.9 1.7 -1.3
H 0.702166 -1.452443 -0.956848 -0.6 -0.5 -0.5
H 1.415449 1.102687 -1.314844 -1.3 1.6 -0.6
H 2.505310 -0.067648 -1.792126 1.5 -1.1 -2.4
H 1.914974 -1.388741 0.218768 1.4 -1.3 0.7
H 0.828799 0.498494 1.437714 -0.8 0.0 -0.4
H 2.720838 0.638851 -0.266574 -0.1 0.3 -0.3
```
Forces are in eV/Å.

The net atomic charges from Löwdin, expressed in e, are: O 0.13; N 0.22; N 0.22; N -0.08; C -0.08; C -0.04; C -0.07; C -0.21; H 0.18; H 0.18; H 0.10; H 0.06; H 0.05; H 0.09; H 0.15; H 0.10

(4)
DFT (ωB97M-V/def2-TZVPD) results for 10 unconnected molecules or ions with the total composition C36H45BrN2O28S in a non-equilibrium geometry.

Values from the calculation:
HOMO-LUMO gap ... 6.93 eV
Highest occupied orbital energy ... -8.13 eV
SMILES ... C[C@@H](O)Cc1ccc(Br)c2nsnc12.O=C1OCCO1.O=C1OCCO1.O=C1OCCO1.O=C1OCCO1.O=C1OCCO1.O=C1OCCO1.O=C1OCCO1.O=C1OCCO1.O=C1OCCO1
LUMO ... -1.20 eV
Largest force on an atom ... 0.119 hartree/bohr

The geometry in XYZ format:
```
113
Properties=species:S:1:pos:R:3:forces:R:3
Br -5.402250 -1.032877 0.896299 1.5 0.2 -1.0
S -2.587070 -4.517821 -1.788555 0.1 6.0 1.2
O 3.195404 0.948872 1.085973 0.1 0.7 0.2
O -3.068684 3.433139 4.580744 -0.6 0.0 0.5
O -4.869814 2.802541 5.800074 0.5 0.7 -0.4
O -5.117378 3.156218 0.027480 0.4 0.6 -0.2
O 4.911244 -2.257058 -3.127485 0.6 -0.8 -0.1
O 4.145300 1.890157 2.892520 -0.2 0.2 -0.7
O 3.425448 -0.111657 -7.021947 0.9 0.6 -0.4
O 2.072195 -2.641035 1.861620 -0.5 -1.0 0.3
O 2.467012 -7.002726 -3.175771 -0.1 -0.1 0.7
O 1.081666 -1.954022 6.905405 -0.5 0.7 -0.7
O 1.700071 -7.223016 -1.054125 0.6 0.1 -0.7
O -5.305311 5.350774 -0.425186 0.7 -0.6 0.2
O 4.065462 1.608594 -8.349978 0.1 -0.6 0.4
O 1.492368 -4.448194 3.104807 0.2 0.6 -0.6
O 1.099783 -4.441868 0.895054 0.3 0.8 0.6
O 3.508080 3.192757 1.150597 0.1 -0.9 0.4
O -8.165472 4.355280 3.622165 0.1 0.7 -0.6
O 6.377636 -3.962625 -2.853145 -0.3 0.8 -0.6
O -4.523755 4.985313 5.300138 0.1 -0.7 0.0
O -3.249896 4.409562 -0.258348 -0.9 -0.2 0.2
O 5.613632 0.458115 -7.197181 -0.6 0.1 0.0
O 3.784805 -6.430155 -1.449249 -0.9 -0.3 -0.1
O 0.745528 -1.125886 4.821346 0.1 -0.1 0.7
O 2.414024 0.383156 -2.084624 -0.4 -0.6 1.0
O -0.377030 -0.251039 6.562386 0.4 -0.5 -0.2
O -7.923214 5.768907 1.868749 0.0 -0.1 1.1
O -7.202526 6.361004 3.934685 -0.2 -0.4 -0.7
O 6.026203 -3.058818 -4.903955 0.1 -0.3 0.9
N -1.474895 -3.304547 -2.324556 -2.1 2.7 1.8
N -3.600011 -3.466872 -0.869376 1.0 2.3 -0.3
C -1.890642 -2.035771 -1.804618 -1.4 0.2 1.2
C 1.597525 -3.743445 1.946817 0.1 0.3 -0.1
C -1.282573 -0.596381 -1.936610 -0.2 1.4 0.3
C 4.287072 0.586635 -7.480177 -1.0 -0.5 0.3
C -0.610746 0.598241 5.447310 -0.5 0.8 0.1
C -7.419291 5.804415 5.224505 0.0 0.4 1.0
C 0.684262 -5.585453 2.828745 -0.4 -0.5 0.5
C 0.849997 -5.763416 1.351125 -0.1 -1.0 -0.3
C 3.686644 -0.115150 1.894101 0.0 -1.2 -0.1
C 3.874700 0.534473 3.229736 0.1 -0.4 0.7
C -4.447043 4.315369 -0.221747 0.8 0.4 -0.2
C -4.214239 3.659715 5.276153 -0.2 -0.9 0.4
C -6.487437 3.500042 0.211527 -0.8 -0.5 0.3
C 1.773084 -2.004501 -1.375286 -0.5 0.9 -0.1
C 5.286768 2.324125 -8.475021 0.1 0.8 -0.4
C 1.299349 -0.481853 -1.744604 -0.9 -0.6 1.4
C -1.842437 0.688630 -1.279423 -1.1 -4.5 -0.1
C 0.536129 -1.184090 6.166684 0.5 -0.8 0.8
C -0.236240 -0.258666 4.282364 -0.2 0.1 -1.0
C -3.154151 0.610340 -0.372942 0.9 -4.4 -1.3
C -3.780857 -0.814857 -0.208480 2.2 2.3 -1.2
C -3.191423 -2.089745 -0.899417 1.7 -2.5 -1.5
C -2.724836 4.652024 3.933594 0.6 0.2 -0.8
C 4.661917 -1.362522 -4.204404 -0.6 0.9 -0.2
C -7.618730 4.348911 4.935345 0.2 -0.7 0.7
C 2.570733 -6.914858 -1.821873 -0.5 -0.1 0.5
C 3.607013 2.112350 1.662168 0.0 1.1 -0.4
C 4.599226 -6.401196 -2.614388 1.1 0.2 -0.1
C 6.316636 1.304256 -8.096238 0.9 0.0 -0.2
C -7.777726 5.518131 3.034602 -0.2 0.2 -0.6
C 0.083640 -0.445926 -2.812613 -0.9 0.5 1.0
C 5.822817 -3.166249 -3.563890 0.4 -0.2 0.4
C -3.403953 5.685855 4.775428 0.3 1.0 0.0
C -6.611981 4.797927 -0.525453 -0.9 0.4 -0.5
C 5.031479 -2.173136 -5.407547 -0.3 0.2 -0.9
C 3.596762 -6.337247 -3.724419 0.2 0.2 -0.8
H -3.582206 1.559732 0.130740 0.7 -2.1 -1.0
H 5.265294 -5.535289 -2.601742 -0.3 -0.4 0.2
H -7.349935 5.461128 -0.078263 0.3 0.0 -0.1
H -6.563286 5.987459 5.873864 -0.1 0.1 -0.2
H 2.970516 0.496935 3.844871 0.0 0.0 0.0
H 0.137333 -1.294774 -3.576015 0.0 1.2 1.1
H -3.108605 4.628409 2.909340 0.0 0.0 0.1
H -7.139725 2.725797 -0.195391 0.3 0.0 0.0
H -1.287226 1.680390 -1.452558 -1.1 -1.8 0.3
H -6.680643 3.791670 4.923562 -0.2 0.1 0.0
H 2.788835 -2.162317 -1.889493 -1.6 0.0 0.9
H -2.779729 6.027811 5.606176 -0.1 -0.1 0.0
H 3.943384 -6.840335 -4.628587 -0.2 0.0 0.1
H -3.724282 6.551557 4.193426 -0.2 -0.1 0.1
H -8.303049 3.874324 5.640262 0.0 0.0 -0.3
H 5.418905 2.691796 -9.493766 -0.2 -0.1 0.1
H 1.026751 -6.452823 3.395099 0.1 0.2 0.0
H 1.844229 -2.065229 -0.225777 0.2 -0.1 -2.1
H -0.042668 -6.175508 0.878789 0.2 0.2 -0.1
H 5.268866 3.176169 -7.789245 0.0 -0.1 0.0
H -0.349132 -5.362638 3.111080 0.1 0.0 0.0
H 0.855254 -0.061140 -0.756578 0.6 -0.6 -1.7
H 0.976083 -2.776752 -1.713107 1.5 1.3 0.5
H -8.306932 6.266754 5.666691 0.0 0.0 -0.1
H 3.314288 -5.309921 -3.975323 0.0 0.0 0.1
H 4.192816 -2.763041 -5.788875 0.0 0.0 0.1
H 4.703515 0.100928 3.791358 0.0 0.2 0.0
H 2.826560 0.601905 -1.206442 -0.5 -0.2 -1.3
H 0.172957 0.321773 3.453410 0.1 -0.2 0.0
H 1.706876 -6.391037 1.097148 -0.2 0.1 0.0
H -1.642187 4.783543 3.903261 -0.1 -0.2 0.0
H 0.026677 1.483319 5.537342 0.0 -0.1 0.0
H -6.685533 3.604427 1.281620 0.0 0.0 -0.1
H 2.973120 -0.939206 1.928120 0.2 0.4 -0.1
H -6.855744 4.655542 -1.582853 0.1 -0.1 0.0
H -0.021861 0.581428 -3.337149 0.6 -1.7 0.8
H -1.074810 -0.858351 3.916402 0.0 0.0 0.0
H 4.627465 -0.477122 1.468286 0.0 0.1 0.0
H 3.616972 -1.050056 -4.216897 0.2 -0.1 0.2
H 5.202298 -7.313700 -2.647711 -0.1 0.0 0.0
H 6.652513 0.710501 -8.951434 -0.1 0.0 0.1
H 5.429381 -1.560852 -6.214828 0.1 -0.3 0.2
H 7.186362 1.750066 -7.611062 -0.1 -0.2 0.1
H -1.654680 0.914113 5.408533 0.1 -0.1 0.2
H 5.294967 -0.478500 -4.083937 0.0 -0.1 0.0
```
Forces are in eV/Å.

Atomic partial charges in e from the Löwdin method, atoms 1 to 99: Br 0.60; S 0.92; O 0.04; O 0.06; O 0.15; O 0.02; O 0.05; O 0.06; O 0.16; O 0.10; O 0.07; O 0.16; O 0.13; O 0.08; O 0.07; O 0.08; O 0.07; O 0.15; O 0.07; O 0.12; O 0.03; O 0.14; O 0.04; O 0.07; O 0.05; O -0.09; O 0.07; O 0.13; O 0.07; O 0.07; N -0.28; N -0.30; C -0.23; C -0.51; C -0.11; C -0.53; C -0.13; C -0.13; C -0.12; C -0.14; C -0.12; C -0.12; C -0.55; C -0.54; C -0.11; C -0.02; C -0.13; C -0.38; C 0.00; C -0.54; C -0.14; C -0.04; C -0.56; C -0.28; C -0.11; C -0.13; C -0.11; C -0.53; C -0.55; C -0.12; C -0.13; C -0.52; C -0.11; C -0.54; C -0.11; C -0.13; C -0.13; C -0.12; H 0.08; H 0.10; H 0.11; H 0.12; H 0.12; H 0.11; H 0.13; H 0.14; H 0.12; H 0.10; H 0.07; H 0.14; H 0.14; H 0.14; H 0.14; H 0.14; H 0.14; H 0.06; H 0.14; H 0.14; H 0.14; H 0.13; H 0.07; H 0.14; H 0.13; H 0.14; H 0.14; H 0.09; H 0.13; H 0.12; H 0.14